{"formula": "C32H53NP2Pt", "method": "ωB97M-V/def2-TZVPD", "multiplicity": 5, "s2": 6.126, "homo_lumo_gap_ev": [3.7, 3.3], "e_tot_ha": -2106.87363, "mol_weight_da": 708.8, "total_charge": 2, "symbols": ["Pt", "C", "C", "C", "C", "C", "C", "H", "H", "H", "C", "H", "H", "H", "C", "H", "H", "H", "C", "H", "H", "H", "C", "H", "H", "H", "C", "C", "C", "C", "C", "C", "C", "C", "H", "H", "H", "H", "H", "H", "H", "H", "H", "H", "H", "H", "P", "C", "C", "P", "C", "C", "C", "H", "H", "H", "H", "H", "H", "H", "H", "H", "H", "H", "H", "H", "H", "C", "N", "C", "C", "C", "C", "C", "C", "C", "C", "H", "H", "H", "H", "H", "H", "H", "H", "H", "H", "H", "H"], "coordinates": [[-1.1872, 4.0871, 0.6007], [1.1297, 1.3085, -0.1315], [0.9707, 2.5686, 0.4633], [-0.2988, 0.9938, 1.6534], [0.4154, 0.3267, 0.6540], [0.0237, 2.4632, 1.5845], [2.2545, 0.9198, -1.0094], [2.7132, 1.7813, -1.4956], [1.9350, 0.2056, -1.7673], [3.0304, 0.4337, -0.3997], [0.7343, -1.0990, 0.6198], [1.1504, -1.4062, -0.3483], [-0.2692, -1.9570, 0.8350], [1.4556, -1.3895, 1.4082], [-0.9546, 0.2860, 2.7636], [-0.2950, -0.4704, 3.2201], [-1.8100, -0.2981, 2.4033], [-1.2702, 0.9554, 3.5614], [0.2270, 3.2415, 2.8448], [1.2478, 3.0993, 3.2058], [-0.5130, 2.9912, 3.6191], [0.0924, 4.3070, 2.5993], [1.9360, 3.6588, 0.3070], [2.9227, 3.1882, 0.4400], [1.8128, 4.4376, 1.0687], [1.9419, 4.1174, -0.6955], [-2.9276, -1.4278, -4.4199], [-1.7568, -1.7291, -3.8299], [-0.6573, -0.8592, -3.2712], [-0.9639, 0.6065, -3.6200], [-2.2388, 0.9333, -2.9859], [-2.8879, 0.2007, -2.0474], [-4.0745, -0.6327, -2.3486], [-4.1274, -0.7158, -3.8801], [0.3636, -1.1708, -3.5990], [-1.0292, 0.7060, -4.7061], [-0.6267, -0.9392, -2.1590], [-4.1955, 0.3150, -4.2873], [-3.1059, -1.7960, -5.4488], [-1.4223, -2.7729, -3.8183], [-5.0507, -1.2397, -4.1766], [-3.9909, -1.6113, -1.8673], [-2.5725, 0.2477, -0.9942], [-4.9719, -0.1499, -1.9243], [-0.1494, 1.3087, -3.3609], [-2.4849, 2.0274, -3.0449], [-3.4196, 4.3995, -1.5837], [-4.5643, 3.8268, -2.9705], [-4.3996, 5.9930, -1.4159], [-3.0414, 3.3809, 1.0349], [-4.3244, 3.4736, -0.2831], [-3.3552, 4.8368, 2.0936], [-3.6470, 1.9044, 1.8484], [-5.1608, 2.9614, -2.6636], [-4.0039, 3.5460, -3.8670], [-5.2883, 4.6010, -3.2591], [-5.4547, 5.8359, -1.6803], [-4.0148, 6.7137, -2.1466], [-4.3440, 6.4428, -0.4227], [-4.7299, 1.7733, 1.6972], [-3.4244, 1.9566, 2.9201], [-3.1338, 1.0247, 1.4460], [-4.5430, 2.4637, -0.6705], [-5.2483, 3.9719, 0.0817], [-2.5436, 4.8507, 2.8115], [-4.3153, 4.7607, 2.5663], [-3.2787, 5.7371, 1.4918], [2.1331, -6.2530, 2.3319], [1.0040, -5.6499, 1.6734], [0.9781, -5.8392, 0.2474], [0.4991, -4.4094, 2.2316], [-0.8444, -4.0406, 1.6399], [-1.8952, -4.9565, 1.8447], [-3.0637, -4.8333, 1.1047], [-3.1736, -3.8253, 0.1345], [-2.1165, -2.9010, -0.0129], [-1.0281, -2.9230, 0.8399], [2.1931, -7.3061, 2.0301], [2.0093, -6.1936, 3.4188], [3.0918, -5.7777, 2.0598], [-0.0131, -5.6017, -0.1567], [1.7328, -5.2152, -0.2698], [1.2144, -6.8958, 0.0520], [0.4139, -4.5875, 3.3180], [1.2329, -3.5934, 2.0965], [-1.7643, -5.7570, 2.5861], [-3.8800, -5.5493, 1.2499], [-4.0494, -3.7627, -0.5166], [-2.1780, -2.1338, -0.7839]], "forces_ev_per_angstrom": [[3.712, -0.871, -2.155], [-0.065, -1.564, 0.645], [-0.754, -0.202, 0.953], [0.300, 0.854, 0.239], [0.499, 0.092, -0.587], [-0.674, -0.284, -1.033], [0.077, 0.370, -0.432], [-0.069, -0.116, -0.085], [0.040, -0.056, -0.073], [-0.166, 0.048, -0.115], [1.854, 1.394, -0.698], [-0.264, -0.070, 0.289], [-0.358, -0.703, -0.036], [-0.861, -0.125, -0.047], [-0.136, -0.280, 0.458], [0.022, 0.247, -0.189], [0.032, 0.060, 0.089], [-0.138, -0.067, -0.039], [0.048, 0.539, 0.293], [-0.059, -0.026, 0.323], [0.380, 0.039, -0.254], [0.365, -0.075, 0.653], [0.404, 0.597, -0.225], [0.000, 0.410, -0.007], [0.118, -0.106, -0.214], [-0.005, -0.180, 0.256], [-0.689, -0.406, -0.947], [1.412, -0.951, 0.058], [-0.030, 0.747, 1.580], [1.057, -0.895, -0.215], [1.324, 4.335, -1.633], [-1.480, -1.733, 3.281], [-0.021, 0.546, -0.446], [-0.529, 1.189, 0.117], [-0.986, -0.084, -0.215], [-0.124, -0.043, -0.191], [0.216, 0.092, -0.300], [-0.322, -0.358, 0.177], [-0.308, -1.325, 1.063], [0.309, 0.179, -1.639], [0.516, 0.021, -0.217], [-0.094, -0.085, -0.181], [0.053, -0.005, -0.007], [-0.059, -0.184, -0.219], [-0.165, -0.181, 0.273], [-0.022, -0.741, -0.152], [-2.463, 1.204, -0.943], [0.452, -0.309, -0.915], [0.481, 0.386, -0.119], [-5.539, -0.714, 0.718], [1.033, -0.149, 0.438], [0.368, -0.475, -0.177], [0.679, -0.669, 0.962], [0.330, 0.031, 0.057], [-0.134, 0.006, 0.077], [0.480, -0.086, 0.141], [0.348, -0.160, 0.331], [0.028, -0.023, 0.205], [0.118, 0.020, -0.071], [0.434, 0.334, -0.002], [-0.106, -0.179, -0.102], [-0.213, 0.127, -0.036], [0.136, 0.305, 0.371], [0.559, -0.360, -0.182], [-0.178, 0.186, 0.536], [-0.565, 0.121, 0.350], [-0.218, 0.184, -0.034], [0.151, 0.122, 0.000], [-1.071, -0.381, 0.270], [0.244, 0.145, -0.033], [0.667, -0.260, 0.403], [0.650, -0.281, 0.833], [0.060, 0.427, -0.225], [-0.293, 0.088, -0.155], [0.781, 0.051, 0.087], [-0.985, 0.546, -0.136], [-1.087, -1.570, -0.186], [0.021, 0.201, 0.184], [0.055, -0.074, -0.173], [-0.015, -0.002, 0.100], [0.224, -0.126, -0.005], [-0.079, -0.097, -0.103], [-0.157, 0.374, -0.134], [-0.025, 0.228, -0.290], [-0.111, 0.215, 0.006], [0.033, 0.308, -0.546], [0.315, 0.332, -0.069], [0.341, -0.035, 0.221], [-0.108, -0.032, 0.151]], "mulliken_spin": [0.226, 0.163, 0.230, 0.196, 0.040, 0.072, 0.046, -0.008, 0.004, 0.002, 0.529, -0.030, 0.124, 0.014, -0.027, 0.032, 0.031, -0.006, 0.013, -0.012, -0.001, 0.004, -0.020, 0.021, -0.001, 0.021, -0.004, -0.022, 0.100, -0.002, 0.775, 0.507, 0.041, 0.077, -0.002, 0.056, -0.046, 0.001, 0.000, 0.006, 0.003, 0.030, 0.260, 0.024, 0.042, 0.114, 0.027, 0.018, 0.005, 0.094, 0.009, -0.003, 0.060, -0.002, 0.001, 0.001, 0.001, 0.000, -0.001, 0.000, 0.002, -0.026, 0.005, -0.002, 0.003, 0.009, -0.004, 0.000, 0.000, 0.002, 0.011, 0.032, 0.029, -0.017, 0.033, -0.001, 0.067, 0.000, 0.000, 0.000, -0.001, 0.000, 0.000, -0.002, 0.002, 0.003, 0.000, 0.004, 0.017]}